Record 1
16
Properties=species:S:1:pos:R:3 method="wB97M-V/def2-TZVPD" total_energy_ha=-417.01363 max_force_ev_per_a=4.5 de_lowest_kcal_mol=152.1 total_charge=0 lumo_ha=0.0201
H -0.72 2.42 -1.75
H -0.46 -0.75 2.04
H 0.61 2.93 -0.16
H -1.33 -0.49 -1.45
H -1.01 1.90 0.31
H -1.89 -2.83 0.37
O -0.06 -1.38 1.46
H 2.80 0.59 0.09
O 0.66 0.94 -0.97
C -1.22 -1.19 -0.62
N -0.25 -0.72 0.25
C 0.88 -0.04 -0.08
N -1.96 -2.15 -0.45
H 2.01 -1.06 1.08
C 2.10 -0.27 0.43
C -0.15 2.08 -0.58


Record 2
16
Properties=species:S:1:pos:R:3 method="wB97M-V/def2-TZVPD" total_energy_ha=-417.00518 max_force_ev_per_a=2.2 de_lowest_kcal_mol=157.4 total_charge=0 lumo_ha=-0.1284
H 0.91 1.49 -1.02
O -1.50 1.46 0.71
H 1.32 -1.87 0.13
C 0.77 0.86 -0.13
H -3.34 0.37 -0.13
O 3.30 -1.76 -0.07
N -2.62 -0.35 -0.20
H -2.93 -1.23 0.15
H -1.23 -0.47 1.34
H 3.03 0.64 -0.09
C -1.39 0.18 0.44
N -0.30 -0.06 -0.51
C 2.04 0.21 0.03
H -0.66 0.23 -1.41
C 2.23 -1.24 0.09
H 0.37 1.54 0.67


Record 3
16
Properties=species:S:1:pos:R:3 method="wB97M-V/def2-TZVPD" total_energy_ha=-416.97053 max_force_ev_per_a=2.1 de_lowest_kcal_mol=179.1 total_charge=0 lumo_ha=-0.1574
H -2.70 2.48 -0.80
H -1.07 -0.19 0.39
H 0.05 -1.31 -0.39
C 2.15 -1.12 0.69
O 1.00 0.74 1.69
O -2.56 0.65 -0.11
H -0.91 2.10 -2.55
H 2.96 -0.52 0.27
H 2.33 -1.51 1.70
N -0.11 -0.43 0.09
C -2.21 1.51 -0.94
C -1.21 1.29 -1.89
H 2.49 -2.79 -0.37
C 0.95 -0.17 0.88
H -0.77 0.32 -2.07
N 1.70 -2.17 -0.17


Record 4
16
Properties=species:S:1:pos:R:3 method="wB97M-V/def2-TZVPD" total_energy_ha=-417.18002 max_force_ev_per_a=1.9 de_lowest_kcal_mol=47.6 total_charge=0 lumo_ha=0.0266
N -1.63 1.00 0.28
H 3.33 -0.51 0.28
C 0.47 0.85 -0.59
H 1.98 -0.06 -1.67
O -1.66 -1.27 0.17
H 2.02 -1.68 0.49
C -2.29 -0.12 -0.17
H -2.25 -2.01 -0.03
H 0.09 1.38 -1.45
C 2.26 -0.62 0.43
N -0.27 1.02 0.59
O -3.43 -0.08 -0.57
C 1.51 0.02 -0.71
H -0.05 0.36 1.32
H -2.10 1.89 0.25
H 2.02 -0.17 1.39


Record 5
16
Properties=species:S:1:pos:R:3 method="wB97M-V/def2-TZVPD" total_energy_ha=-417.12996 max_force_ev_per_a=1.7 de_lowest_kcal_mol=79.1 total_charge=0 lumo_ha=-0.0468
H 2.01 -0.64 -0.90
O -1.73 0.85 0.54
H 0.47 1.59 -3.25
H -2.50 -0.15 2.56
H -0.34 1.28 -0.83
O -1.32 -1.32 0.02
C -1.58 -0.36 0.82
H 1.95 0.51 -2.92
H -1.93 -1.68 2.32
H 0.55 0.28 1.53
N 1.28 -0.11 -0.44
C 0.54 0.76 -1.29
H 2.04 -0.97 1.29
C 1.05 0.97 -2.53
N -1.74 -0.70 2.23
C 1.25 -0.31 0.84


Record 6
16
Properties=species:S:1:pos:R:3 method="wB97M-V/def2-TZVPD" total_energy_ha=-417.18763 smiles="C/C(=N/CO)C(N)=O" max_force_ev_per_a=2.5 de_lowest_kcal_mol=42.9 total_charge=0 lumo_ha=0.0309
O 1.89 0.65 1.11
H -0.73 1.81 0.65
N -0.99 -0.54 0.37
C 0.84 -2.10 -0.04
N 1.17 1.14 -1.01
H -1.80 0.88 1.66
H 1.36 -2.14 -1.00
H -3.04 0.54 -0.31
H 1.59 -2.23 0.74
O -2.42 1.28 -0.28
H 0.08 -2.88 0.02
C 0.22 -0.76 0.14
C 1.15 0.46 0.17
H 1.47 2.10 -1.05
H 0.63 0.83 -1.80
C -1.42 0.95 0.63